DFT (ωB97M-V with the def2-TZVPD basis set) results for an isolated ion of composition C5H14NOS and charge +1.

```
22
Properties=species:S:1:pos:R:3:mulliken_charge:R:1
C -1.083 1.609 -0.202 -0.813
C -0.163 0.107 1.495 -1.557
C -1.353 -0.731 -0.564 -1.143
C 1.607 -1.083 -0.700 -0.562
C 0.777 0.345 -0.762 -0.577
N -0.487 0.253 0.019 0.149
O 1.958 -1.463 0.610 -0.485
S 1.946 1.531 -0.077 -0.035
H -1.747 1.641 -1.161 0.346
H -1.811 2.010 0.500 0.388
H -0.326 2.299 -0.188 0.432
H 0.444 -0.678 1.562 0.807
H 0.154 0.952 2.000 0.485
H -1.057 -0.031 1.919 0.526
H -1.069 -1.806 -0.366 0.362
H -2.309 -0.437 -0.403 0.526
H -1.354 -0.779 -1.599 0.477
H 2.531 -1.121 -1.378 0.331
H 0.918 -1.963 -1.173 0.293
H 0.647 0.517 -1.741 0.550
H 2.722 -0.957 0.801 0.334
H 2.104 0.949 1.195 0.165
```

* orbital gap: 11.015 eV
* largest force on an atom: 0.134 hartree/bohr
* total charge: +1
* SMILES: C[N+](C)(C)[C@@H](S)CO



DFT (ωB97M-V with the def2-TZVPD basis set) results for a 6-piece molecular cluster, C21H51BN8O10PS overall.

```
93
Properties=species:S:1:pos:R:3:mulliken_charge:R:1
C -6.577 3.172 0.884 -1.383
C -5.715 3.497 -0.293 0.459
O -5.763 2.891 -1.321 -0.484
N -4.789 4.672 -0.139 0.377
C -5.207 5.712 -1.086 0.837
C -4.175 6.624 -1.711 -1.257
O -6.389 5.810 -1.320 -0.508
S -3.159 4.231 -0.298 -0.056
B -2.381 4.651 1.445 0.589
O -3.159 4.328 2.492 -0.472
N -1.105 5.242 1.555 0.199
C -1.155 6.723 1.723 -1.089
C -0.150 4.827 0.525 -0.967
P -2.980 2.074 -0.473 0.385
N -3.922 1.283 0.435 -0.536
O -3.090 1.784 -2.005 -0.462
O -1.451 1.829 -0.127 -0.146
H -6.494 3.957 1.622 0.317
H -6.328 2.201 1.284 0.339
H -7.594 3.222 0.515 0.400
H -4.735 7.453 -2.105 0.371
H -3.668 6.081 -2.499 0.326
H -3.476 6.979 -0.963 0.354
H -2.813 3.585 2.993 0.332
H -0.356 7.007 2.392 0.319
H -2.111 7.010 2.140 0.404
H -0.994 7.189 0.757 0.355
H 0.211 3.821 0.691 0.212
H 0.722 5.465 0.601 0.392
H -0.521 4.934 -0.502 0.413
H -3.353 0.741 1.081 0.248
H -3.985 1.951 -2.346 0.475
H -0.930 2.232 -0.843 0.245
C 1.656 -0.070 -0.394 0.546
O 2.768 0.433 -0.344 -0.691
N 1.363 -1.345 -0.140 0.308
C 0.001 -1.863 -0.221 -0.703
C 2.440 -2.248 0.229 -0.913
H 0.764 0.525 -0.666 -0.110
H -0.292 -2.255 0.757 0.309
H -0.062 -2.669 -0.966 0.484
H -0.687 -1.069 -0.508 -0.060
H 2.926 -1.881 1.132 0.184
H 3.174 -2.275 -0.577 0.315
H 2.053 -3.247 0.405 0.389
C 2.102 -2.174 5.023 0.095
O 1.521 -2.752 4.123 -0.564
N 2.417 -0.867 5.023 0.214
C 3.116 -0.224 6.123 -0.762
C 2.047 -0.061 3.876 -0.712
H 2.426 -2.695 5.938 0.258
H 2.497 0.578 6.530 0.295
H 4.046 0.199 5.751 0.207
H 3.335 -0.939 6.913 0.309
H 0.964 -0.096 3.744 0.347
H 2.516 -0.467 2.979 0.025
H 2.366 0.968 4.024 0.269
C 6.012 1.430 4.631 0.068
O 5.629 1.857 5.705 -0.612
N 5.849 2.055 3.454 0.166
C 6.324 1.489 2.203 -0.892
C 5.174 3.341 3.438 -0.954
H 6.534 0.463 4.537 0.321
H 7.046 2.165 1.741 0.343
H 5.485 1.343 1.519 0.318
H 6.804 0.530 2.382 0.291
H 5.717 4.052 4.061 0.316
H 4.166 3.235 3.842 0.249
H 5.121 3.715 2.419 0.401
C -0.734 -3.940 -3.348 0.368
O -1.135 -3.498 -2.278 -0.769
N -0.878 -3.298 -4.523 0.159
C -0.385 -3.859 -5.764 -0.872
C -1.544 -2.008 -4.544 -0.904
H -0.215 -4.913 -3.429 0.214
H 0.350 -3.187 -6.212 0.346
H -1.212 -3.998 -6.465 0.348
H 0.085 -4.822 -5.578 0.203
H -1.006 -1.303 -3.907 0.221
H -2.560 -2.110 -4.158 0.287
H -1.578 -1.626 -5.561 0.389
C 1.113 -7.450 -3.763 0.088
O 0.772 -6.497 -3.079 -0.682
N 0.358 -8.532 -3.987 0.136
C 0.817 -9.637 -4.809 -0.932
C -0.965 -8.598 -3.384 -0.910
H 2.096 -7.493 -4.259 0.336
H 0.142 -9.774 -5.656 0.346
H 0.835 -10.554 -4.218 0.346
H 1.818 -9.439 -5.184 0.290
H -1.571 -7.759 -3.727 0.262
H -0.880 -8.535 -2.299 0.309
H -1.448 -9.531 -3.658 0.377
```

* orbital gap: 6.227 eV
* largest force on an atom: 0.062 hartree/bohr
* total charge: +1



no.,lowest unoccupied orbital energy (eV)
1,-2.73
2,-4.23